{"formula": "C15H43N6O9V", "method": "ωB97M-V/def2-TZVPD", "lumo_ev": -1.7, "homo_ev": -6.92, "orbital_gap_ev": 5.2, "symbols": ["V", "O", "O", "O", "O", "O", "O", "O", "O", "O", "N", "N", "N", "N", "N", "N", "C", "C", "C", "C", "C", "C", "C", "C", "C", "C", "C", "C", "C", "C", "C", "H", "H", "H", "H", "H", "H", "H", "H", "H", "H", "H", "H", "H", "H", "H", "H", "H", "H", "H", "H", "H", "H", "H", "H", "H", "H", "H", "H", "H", "H", "H", "H", "H", "H", "H", "H", "H", "H", "H", "H", "H", "H", "H"], "coordinates": [[2.131191, -0.278999, 0.288009], [-3.181629, 6.147021, 2.260629], [4.741391, -2.823719, -0.506681], [4.096091, 1.359961, 2.365829], [0.659111, -3.143299, -1.343171], [2.371931, 0.320321, -1.266431], [-2.426449, 0.026411, -4.512991], [0.693221, 0.414091, 0.719789], [1.255271, -2.875469, 2.733589], [-4.177839, -2.632229, 2.164029], [0.044581, -4.719949, 3.112849], [5.361771, -4.944209, -0.245521], [4.483481, -4.495279, -2.153891], [-0.348739, -5.197799, -1.585591], [2.260951, -4.736509, 3.324129], [-0.339359, -3.859609, -3.261381], [1.183901, -4.042679, 3.014119], [3.931371, 2.687421, 2.830219], [-4.253699, -0.908529, 0.569379], [-0.400839, 0.893971, -5.230981], [-2.870219, 4.495621, 0.598219], [-2.798179, 5.934521, 0.973799], [4.869641, -4.002729, -0.996851], [-2.556599, 2.347001, -4.678171], [2.892981, 3.476151, 1.881239], [5.217241, 3.492031, 2.793159], [-1.637489, 1.124681, -4.316201], [-3.496309, -0.519129, 3.025739], [-3.565329, -1.474599, 1.829259], [-1.409219, 6.486191, 0.763099], [0.029281, -4.005339, -2.019101], [-2.765779, 4.484061, -0.486711], [-3.744199, -1.137799, -0.366541], [-0.745549, -4.642059, -3.754211], [1.892321, 3.096841, 2.088389], [-2.743529, 0.182051, 2.665499], [-0.624849, 0.576641, -6.249421], [-4.397149, 0.076961, 3.171619], [-0.036959, -5.670419, 3.444579], [0.183941, 0.063431, -4.835601], [-0.837649, -4.280099, 2.893069], [-0.955979, 6.304471, -0.211411], [-5.040629, -2.449859, 2.543409], [-1.960159, 4.011451, 0.952449], [-2.558739, -1.762499, 1.525959], [-3.815999, 4.036821, 0.886479], [-0.751969, 5.944611, 1.443389], [5.706611, 3.558811, 1.821479], [2.259941, -5.727829, 3.517519], [5.901911, 3.090141, 3.540019], [-2.764429, 2.188381, -5.736351], [-0.502789, -2.898839, -3.526551], [-3.435469, 2.525421, -4.058601], [3.946171, -3.958009, -2.819271], [3.147941, -4.253789, 3.342099], [5.019201, 4.554011, 2.938329], [0.053331, -5.466899, -0.699011], [4.360781, -5.495569, -2.220771], [3.508671, 2.672891, 3.834809], [-1.270089, 7.555351, 0.923219], [5.403831, -5.883159, -0.615251], [-2.049289, 3.302921, -4.547961], [-2.542869, 0.068541, -5.464981], [-0.878069, -5.725069, -2.265221], [-3.051089, -0.978599, 3.908209], [-1.380619, 1.053071, -3.259321], [3.089931, 3.426331, 0.810339], [-4.051859, 5.752041, 2.351699], [-3.444239, 6.605661, 0.407899], [-5.338869, -1.009079, 0.589259], [-4.296559, 0.166551, 0.743899], [2.884951, 4.525811, 2.174949], [5.697571, -4.853549, 0.702699], [0.166731, 1.824541, -5.234231]], "forces_ev_per_angstrom": [[-2.83, 5.20, -3.08], [-0.32, 0.17, 2.88], [0.09, -2.51, -2.19], [-0.60, 0.31, -0.31], [-1.25, -1.62, -1.14], [-0.40, -2.25, 5.08], [-1.57, -2.28, -0.42], [4.11, -2.37, -0.91], [-0.17, 1.99, -0.90], [-1.06, -3.22, 1.01], [-2.68, -1.30, -0.13], [1.84, -3.58, 2.33], [-1.26, -0.23, -3.18], [0.22, -1.17, 1.40], [2.77, -1.80, 0.61], [-0.56, 1.76, -3.20], [-0.20, 0.53, 0.29], [-1.13, -0.52, -3.02], [0.03, 1.92, 1.20], [-0.02, 1.06, 1.11], [0.48, 0.12, -1.24], [0.34, 1.49, -1.91], [-1.12, 5.16, 3.12], [1.86, 0.29, 0.37], [0.09, -0.41, 1.39], [0.41, 0.20, 0.06], [0.15, 1.11, -0.16], [1.22, 0.61, -1.53], [0.06, 1.22, -0.83], [1.25, -0.26, 0.30], [2.12, 2.15, 2.96], [-0.28, -0.38, -0.20], [-0.43, -0.10, 0.09], [-0.10, 0.75, -0.17], [-0.06, -0.18, -0.20], [0.08, 0.53, 0.38], [-0.53, 0.41, -0.13], [-0.20, -0.38, 0.34], [0.32, 0.32, -0.05], [0.15, 0.25, 0.29], [0.38, 0.20, 0.01], [-0.54, -0.24, -0.30], [-0.09, 0.02, -0.01], [-0.38, -0.45, 0.46], [0.23, 0.14, 0.22], [0.22, -0.24, 0.09], [0.19, 0.16, 0.29], [-0.04, -0.85, -0.21], [-0.05, 0.36, -0.03], [0.25, 0.27, -0.08], [-0.49, 0.39, -0.02], [0.01, -0.28, -0.61], [-0.18, -0.98, -0.11], [0.15, 0.18, 0.39], [-0.31, -0.08, -0.06], [-0.15, 0.04, 0.82], [-0.51, -0.66, -0.28], [0.05, 0.36, -0.16], [-0.10, 0.18, 0.26], [-0.44, -0.02, 0.31], [0.23, 0.19, 0.25], [0.47, 0.06, -0.41], [-0.62, -0.73, -0.20], [0.19, -0.70, 1.18], [-0.52, -0.11, 0.05], [0.38, 0.62, 0.00], [0.36, -0.35, 0.13], [-0.07, 0.06, 0.30], [-0.43, -0.43, -0.98], [-0.03, -1.20, -0.29], [0.82, 0.55, -0.64], [0.01, 0.17, 0.01], [-0.25, 0.64, -0.42], [0.46, -0.23, -0.27]]}